Entry 1:
Here is a cluster of 3 separate species, C6H16N in total at a distorted geometry from the OMol25 dataset. Energies are from ωB97M-V/def2-TZVPD.

Element x y z (Å)
C 1.85 0.99 -1.52
C 1.09 0.16 -0.45
C -0.20 0.58 0.11
C -1.19 -0.48 0.51
C -1.51 -0.65 2.04
C -2.54 0.04 -0.11
N 2.21 -0.61 0.25
H 2.37 1.86 -0.98
H 1.02 1.43 -2.19
H 2.68 0.35 -1.96
H 0.73 -0.76 -0.87
H 1.08 -0.02 -3.80
H -0.25 1.50 0.69
H -0.96 -1.48 0.03
H -1.12 0.15 2.67
H -2.60 -0.50 2.09
H -1.36 -1.71 2.44
H -2.38 0.05 -1.24
H -2.70 1.09 0.24
H -3.34 -0.67 0.06
H 2.68 0.14 0.79
H 1.87 0.31 -4.10
H 1.78 -1.31 0.88

Computed properties:
relative energy (zero: lowest compared OMol25 entry of this formula, charge and spin) = 143.9 kcal per mole
HOMO energy = -14.91 eV
gap between HOMO and LUMO = 7.53 eV
net charge = +1


Entry 2:
Here is a structure of composition C21H26F16I2O8S at a distorted geometry from the OMol25 dataset. Energies are from ωB97M-V/def2-TZVPD.

Element x y z (Å)
C 4.77 0.17 0.53
C 4.86 -0.31 -1.07
O 4.15 0.64 -1.94
C 2.70 0.34 -2.01
C 1.93 1.70 -1.42
O 0.49 1.49 -1.68
C -0.34 1.90 -0.54
C -1.88 1.57 -1.11
I -3.41 3.12 -1.35
C -2.27 0.16 -1.48
C -1.31 -1.16 -1.34
I -4.31 -0.21 -2.30
O -0.16 1.22 0.78
S -0.48 2.36 2.05
O 0.83 2.55 2.89
O -1.57 2.01 3.08
O -0.93 3.72 1.05
C -0.03 3.49 -0.10
C 0.07 4.62 -1.29
C 0.75 5.96 -0.58
H 3.66 0.21 0.93
H 5.31 -0.68 1.14
H 5.25 1.24 0.69
H 6.00 -0.29 -1.41
H 4.51 -1.42 -1.22
H 2.46 0.18 -3.16
H 2.38 -0.62 -1.44
H 2.27 2.60 -2.13
H 2.22 1.85 -0.30
H -1.29 -1.49 -0.21
H -1.77 -2.03 -2.02
H -0.21 -1.02 -1.71
H 1.03 3.59 0.42
H 0.83 4.26 -2.14
H -0.95 4.92 -1.77
H 1.74 5.71 -0.01
H 0.89 6.80 -1.41
H -0.03 6.35 0.23
C 6.63 -6.09 0.96
C 5.39 -5.28 1.40
C 4.12 -5.58 0.60
F 4.25 -5.29 -0.71
F 3.09 -4.81 1.06
F 5.69 -3.96 1.38
F 5.15 -5.59 2.71
O 7.53 -5.43 0.07
C 7.18 -5.49 -1.31
C 6.87 -4.12 -1.91
F 5.84 -3.51 -1.26
F 6.48 -4.23 -3.21
F 6.18 -6.39 -1.48
F 8.26 -6.03 -1.94
H 7.22 -6.26 1.87
H 6.37 -7.10 0.61
H 3.82 -6.63 0.70
H 7.74 -3.46 -1.87
C -7.95 1.36 2.88
C -8.07 0.11 1.98
C -7.03 0.03 0.87
F -7.12 1.06 0.00
F -7.22 -1.10 0.13
F -9.33 0.03 1.50
F -7.91 -0.98 2.79
O -8.82 2.44 2.56
C -8.35 3.32 1.54
C -9.24 3.31 0.29
F -9.34 2.06 -0.25
F -8.73 4.11 -0.69
F -7.06 3.04 1.27
F -8.36 4.57 2.09
H -8.27 1.04 3.88
H -6.92 1.69 3.01
H -6.01 0.00 1.27
H -10.25 3.65 0.52

Computed properties:
relative energy (zero: lowest compared OMol25 entry of this formula, charge and spin) = 117.3 kcal per mole
HOMO energy = -8.91 eV
gap between HOMO and LUMO = 8.49 eV
net charge = 0


Entry 3:
Here is the molecule C6H9N from the OMol25 dataset. Energies are from ωB97M-V/def2-TZVPD.

Element x y z (Å)
C -0.01 1.96 0.14
C -0.17 0.47 -0.03
C -1.32 -0.34 0.43
C 0.06 -0.64 0.96
C 1.02 -1.35 -0.05
N 0.38 -1.73 -1.27
C 0.70 -0.32 -1.06
H 1.05 2.24 0.15
H -0.44 2.30 1.08
H -0.49 2.52 -0.67
H -1.97 0.16 1.15
H -1.88 -0.99 -0.25
H 0.28 -0.56 2.02
H 1.96 -1.82 0.20
H -0.55 -2.06 -1.06
H 1.38 0.15 -1.76

Computed properties:
relative energy (zero: lowest compared OMol25 entry of this formula, charge and spin) = 81.9 kcal per mole
HOMO energy = -8.57 eV
gap between HOMO and LUMO = 9.65 eV
net charge = 0
SMILES = C[C@]12C[C@H]1[C@H]1N[C@H]12


Entry 4:
Here is a cluster of 2 separate species, H3N3 in total at a distorted geometry from the OMol25 dataset. Energies are from ωB97M-V/def2-TZVPD.

Element x y z (Å)
N -1.45 0.33 -0.05
N -0.40 -0.39 -0.04
N 0.78 -0.12 0.01
H -2.18 -0.38 0.02
H 1.71 1.25 0.38
H 1.54 -0.69 -0.32

Computed properties:
relative energy (zero: lowest compared OMol25 entry of this formula, charge and spin) = 145.7 kcal per mole
HOMO energy (alpha / beta) = -8.73 / -8.73 eV
gap between HOMO and LUMO (alpha / beta) = 8.31 / 8.31 eV
net charge = 0


Entry 5:
Here is a cluster of 10 separate species, C24H56N8O16S2 in total at a distorted geometry from the OMol25 dataset. Energies are from ωB97M-V/def2-TZVPD.

Element x y z (Å)
O 1.20 -4.60 4.13
S 0.69 -3.20 4.08
O 1.40 -2.39 3.13
O -0.97 -3.19 3.84
C -1.67 -2.21 4.56
C -0.53 -1.50 5.43
O 0.54 -2.41 5.52
H -2.11 -1.50 3.87
H -2.40 -2.76 5.16
H -0.88 -1.35 6.45
H -0.35 -0.48 5.09
O 0.26 -0.21 -3.89
S 1.24 -1.13 -4.49
O 1.94 -0.67 -5.69
O 2.36 -1.49 -3.32
C 2.54 -2.89 -2.99
C 1.82 -3.53 -4.19
O 0.84 -2.70 -4.67
H 3.61 -3.03 -2.86
H 2.01 -3.09 -2.06
H 1.29 -4.44 -3.90
H 2.56 -3.75 -4.96
C -0.64 1.00 -0.66
C 0.73 0.92 -0.02
C 0.86 -0.52 0.48
O -0.37 -0.65 1.06
C -1.34 0.13 0.34
H -0.66 0.53 -1.65
H -0.98 2.04 -0.68
H 0.84 1.60 0.83
H 1.51 1.06 -0.77
H 1.65 -0.60 1.23
H 1.04 -1.27 -0.28
H -1.77 0.83 1.05
H -2.03 -0.36 -0.34
C 6.14 3.85 -0.89
C 5.88 2.35 -0.82
C 4.62 2.19 -1.65
O 4.48 3.38 -2.46
C 5.52 4.30 -2.23
H 7.17 4.21 -0.88
H 5.55 4.37 -0.14
H 5.88 2.08 0.23
H 6.78 1.88 -1.20
H 3.82 2.05 -0.91
H 4.57 1.23 -2.17
H 5.19 5.33 -2.09
H 6.31 4.25 -2.98
C -4.95 -3.69 -0.38
C -3.90 -2.61 -0.17
C -4.82 -1.40 0.11
O -5.81 -1.58 -0.87
C -6.06 -3.00 -1.22
H -5.36 -4.14 0.52
H -4.65 -4.51 -1.04
H -3.31 -2.58 -1.09
H -3.21 -2.92 0.62
H -4.43 -0.40 -0.07
H -5.16 -1.46 1.14
H -5.88 -3.18 -2.27
H -7.08 -3.23 -0.89
C -0.76 -5.63 0.15
C 0.38 -6.40 0.71
C 1.58 -6.01 -0.13
O 1.22 -4.72 -0.61
C -0.03 -4.29 -0.09
H -1.62 -5.66 0.82
H -1.21 -6.00 -0.77
H 0.07 -7.44 0.66
H 0.52 -6.15 1.76
H 1.65 -6.69 -0.97
H 2.40 -6.03 0.59
H -0.64 -3.78 -0.83
H 0.11 -3.64 0.78
N 1.95 4.88 -3.36
C 1.04 4.67 -2.46
N 1.51 4.06 -1.46
O -0.11 5.02 -2.55
H 2.82 4.38 -3.47
H 1.66 5.53 -4.08
H 0.97 4.17 -0.62
H 2.47 3.74 -1.48
N 3.10 4.21 1.83
C 3.67 5.38 2.21
N 2.73 6.22 2.24
O 4.82 5.67 2.21
H 2.10 4.13 1.73
H 3.63 3.39 1.59
H 3.03 7.17 2.41
H 1.77 5.91 2.17
N -3.11 3.28 -1.91
C -3.98 2.79 -1.03
N -5.10 2.83 -1.73
O -3.99 2.58 0.19
H -3.44 3.51 -2.84
H -2.16 3.06 -1.65
H -5.00 2.84 -2.73
H -5.98 2.78 -1.24
N -3.48 0.77 4.52
C -4.19 1.14 3.48
N -3.57 2.17 2.81
O -5.21 0.62 3.11
H -2.69 1.33 4.81
H -3.99 0.29 5.25
H -3.76 2.31 1.83
H -2.75 2.66 3.15

Computed properties:
HOMO energy = -9.13 eV
gap between HOMO and LUMO = 9.07 eV
net charge = 0
SMILES = O=S1(=O)OCCO1.O=S1(=O)OCCO1.C1CCOC1.C1CCOC1.C1CCOC1.C1CCOC1.NC(N)=O.NC(N)=O.NC(N)=O.NC(N)=O


Entry 6:
Here is a cluster of 2 separate species, C16H17NO in total at a distorted geometry from the OMol25 dataset. Energies are from ωB97M-V/def2-TZVPD.

Element x y z (Å)
C -1.93 2.09 1.45
C -0.62 1.35 1.52
C 0.54 1.59 0.82
N 1.52 0.70 1.26
C 1.00 -0.15 2.18
C 1.59 -1.11 2.98
C 0.75 -1.90 3.76
C -0.59 -1.55 3.99
C -1.14 -0.47 3.30
C -0.37 0.24 2.38
H -2.21 2.11 0.39
H -1.80 3.13 1.73
H -2.75 1.78 2.10
H 0.60 2.29 0.00
H 2.50 0.95 1.19
H 2.64 -1.36 2.97
H 1.03 -2.84 4.21
H -1.24 -2.08 4.66
H -2.15 -0.13 3.51
C 0.80 -2.82 -2.23
C 0.48 -1.38 -2.52
C -0.43 -0.71 -1.67
C -1.03 0.49 -1.96
C -0.57 1.09 -3.13
O -1.11 2.27 -3.61
C 0.44 0.60 -3.95
C 0.87 -0.71 -3.67
H 1.67 -2.76 -1.54
H 1.28 -3.47 -2.97
H -0.01 -3.33 -1.73
H -0.47 -1.14 -0.67
H -1.65 1.08 -1.30
H -1.92 2.48 -3.17
H 0.66 1.07 -4.89
H 1.65 -1.13 -4.30

Computed properties:
relative energy (zero: lowest compared OMol25 entry of this formula, charge and spin) = 26.8 kcal per mole
HOMO energy = -7.82 eV
gap between HOMO and LUMO = 8.58 eV
net charge = 0
SMILES = Cc1c[nH]c2ccccc12.Cc1ccc(O)cc1


> What is the net charge in the first record?

+1


> Look up the net charge of the third one.

0


> Look up the net charge of the fifth one.

0